14
Properties=species:S:1:pos:R:3:forces:R:3 method="wB97M-V/def2-TZVPD" homo_ev=-9.6 lumo_energy_ev=1.1 charge=0 smiles=C1OC[C@H]2C[C@@H]12 mol_weight_g_mol=84.1
C 1.2063 0.3757 -0.7971 0.03 0.01 -0.14
C 0.6833 0.3716 0.6081 -0.04 0.05 0.18
C -0.6954 0.9861 0.7750 0.11 0.14 0.18
O -1.5676 0.2762 -0.0991 -0.10 0.02 -0.01
C -1.0049 -0.9852 -0.4064 0.06 -0.25 -0.08
C 0.4864 -0.8371 -0.2648 -0.06 -0.18 0.10
H 0.7073 1.0422 -1.5009 -0.03 -0.29 0.07
H 2.2848 0.3263 -0.9336 -0.24 -0.15 0.05
H 1.3663 0.3600 1.4521 -0.11 0.04 -0.15
H -0.7290 2.0410 0.4737 -0.02 -0.16 0.10
H -1.0393 0.9103 1.8156 0.05 -0.06 -0.10
H -1.3875 -1.2841 -1.3875 0.17 0.12 0.04
H -1.2616 -1.7908 0.3105 -0.38 0.41 -0.08
H 0.9509 -1.7922 -0.0456 0.56 0.32 -0.15